Version A
48
Properties=species:S:1:pos:R:3:nbo_charge:R:1 method="wB97M-V/def2-TZVPD" orbital_gap_ev=7.92 smiles=Oc1ccc(O)cc1.Oc1ccc(O)cc1.Oc1ccc(O)cc1.CO lumo_energy_ev=0.32
O -3.33 -2.76 -1.61 -0.66
C -2.61 -3.81 -1.91 0.29
C -2.99 -4.46 -3.13 -0.24
C -2.14 -5.40 -3.73 -0.26
C -1.02 -5.78 -2.96 0.24
O -0.22 -6.83 -3.43 -0.69
C -0.71 -5.24 -1.72 -0.24
C -1.51 -4.19 -1.19 -0.29
H -3.05 -2.47 -0.69 0.49
H -3.96 -4.11 -3.49 0.22
H -2.50 -5.90 -4.65 0.22
H -0.29 -7.07 -4.27 0.47
H 0.23 -5.37 -1.05 0.23
H -1.21 -3.64 -0.37 0.21
O 5.60 4.69 2.84 -0.68
C 4.78 4.39 1.79 0.28
C 3.38 4.31 2.14 -0.26
C 2.46 4.17 1.09 -0.27
C 2.84 4.15 -0.24 0.27
O 2.03 3.80 -1.37 -0.70
C 4.30 4.23 -0.58 -0.27
C 5.22 4.41 0.46 -0.26
H 5.26 4.24 3.75 0.49
H 2.98 4.26 3.16 0.22
H 1.34 4.27 1.31 0.23
H 2.72 4.02 -2.04 0.49
H 4.68 4.29 -1.62 0.22
H 6.34 4.81 0.25 0.24
O -0.49 2.44 -1.80 -0.70
C -1.14 1.43 -1.14 0.29
C -2.48 1.56 -0.62 -0.23
C -3.01 0.55 0.08 -0.26
C -2.20 -0.55 0.42 0.27
O -2.76 -1.43 1.24 -0.68
C -0.91 -0.72 -0.12 -0.27
C -0.39 0.30 -0.89 -0.25
H 0.42 2.55 -1.54 0.50
H -2.82 2.52 -0.73 0.22
H -3.92 0.52 0.66 0.19
H -3.46 -0.98 1.70 0.48
H -0.21 -1.48 0.05 0.22
H 0.60 0.12 -1.22 0.22
C -1.16 0.21 4.27 -0.26
O -0.78 -1.01 4.98 -0.71
H -0.38 0.44 3.66 0.17
H -1.02 1.10 4.86 0.17
H -2.14 0.23 3.71 0.18
H -0.38 -0.79 5.70 0.45

***

Version B
48
Properties=species:S:1:pos:R:3:nbo_charge:R:1 method="wB97M-V/def2-TZVPD" orbital_gap_ev=7.95 smiles=Oc1ccc(O)cc1.Oc1ccc(O)cc1.Oc1ccc(O)cc1.CO lumo_energy_ev=0.46
O 1.24 1.15 3.02 -0.66
C 1.03 1.65 1.79 0.27
C -0.11 1.48 1.11 -0.28
C -0.33 1.83 -0.20 -0.25
C 0.71 2.49 -0.87 0.29
O 0.56 2.85 -2.18 -0.73
C 1.89 2.80 -0.16 -0.28
C 2.04 2.47 1.20 -0.24
H 0.50 0.47 3.21 0.49
H -0.87 0.93 1.59 0.20
H -1.26 1.58 -0.62 0.22
H 1.34 3.09 -2.81 0.53
H 2.70 3.45 -0.57 0.21
H 3.09 2.64 1.72 0.22
O -0.22 -0.37 5.33 -0.70
C -0.92 -1.33 4.58 0.26
C -0.15 -2.37 4.08 -0.22
C -0.84 -3.09 3.03 -0.21
C -2.15 -2.73 2.60 0.25
O -2.89 -3.66 1.84 -0.69
C -2.83 -1.61 3.18 -0.21
C -2.03 -0.84 4.16 -0.28
H -0.91 0.06 5.97 0.47
H 0.65 -2.64 4.54 0.22
H -0.45 -3.97 2.68 0.22
H -3.27 -3.18 1.14 0.48
H -3.84 -1.49 2.91 0.21
H -2.60 -0.23 4.68 0.21
O -2.88 0.26 -3.66 -0.66
C -2.05 -0.57 -3.05 0.29
C -2.47 -1.84 -2.43 -0.29
C -1.47 -2.70 -2.00 -0.25
C -0.08 -2.43 -1.93 0.29
O 0.84 -3.17 -1.19 -0.73
C 0.36 -1.19 -2.46 -0.24
C -0.65 -0.26 -2.97 -0.25
H -3.79 0.23 -3.26 0.48
H -3.53 -1.97 -2.19 0.21
H -1.59 -3.71 -1.24 0.22
H 1.67 -2.83 -0.79 0.51
H 1.39 -1.06 -2.37 0.21
H -0.38 0.59 -3.50 0.22
C 4.32 2.96 -4.10 -0.25
O 3.20 3.53 -3.62 -0.73
H 4.04 1.93 -4.18 0.18
H 5.24 3.22 -3.70 0.17
H 4.27 3.25 -5.09 0.16
H 3.49 4.31 -3.17 0.47

***

Most stable structure - version A; separation to the second - 22.6 kcal/mol.